1.
{
  "formula": "C4H7NO",
  "method": "wB97M-V/def2-TZVPD",
  "orbital_gap_ev": 9.689,
  "mol_weight_g_mol": 85.11,
  "symbols": ["O", "C", "N", "C", "C", "C", "H", "H", "H", "H", "H", "H", "H"],
  "positions_angstrom": [[2.241, -1.859, -0.128], [1.738, -0.834, -0.531], [1.354, 0.209, 0.277], [-0.380, 1.047, -0.142], [-1.353, 0.474, 0.837], [-1.322, -0.029, -0.577], [1.534, -0.638, -1.599], [1.506, 0.091, 1.273], [0.947, 1.213, -0.130], [-1.008, -0.207, 1.610], [-2.142, 1.150, 1.157], [-2.078, 0.315, -1.279], [-0.987, -1.048, -0.751]],
  "forces_ev_per_a": [[-0.2, 0.4, -0.2], [0.0, -0.1, 0.1], [0.2, -0.1, 0.0], [-0.3, -0.1, 0.0], [-0.1, 0.0, 0.2], [-0.1, -0.1, -0.1], [0.0, -0.1, 0.1], [-0.1, 0.0, -0.1], [0.3, -0.1, 0.0], [0.0, 0.1, -0.1], [0.1, -0.1, 0.0], [0.1, -0.1, 0.1], [0.0, 0.2, 0.1]],
  "nbo_charge": [-0.570, 0.529, -0.775, -0.055, -0.507, -0.510, 0.121, 0.405, 0.421, 0.234, 0.234, 0.235, 0.236]
}



2.
{
  "formula": "C17H22N4O3",
  "method": "wB97M-V/def2-TZVPD",
  "smiles": "CCCOc1ccc(NC(=O)C(=O)NCCCn2ccnc2)cc1",
  "orbital_gap_ev": 8.670,
  "mol_weight_g_mol": 330.39,
  "symbols": ["C", "C", "C", "O", "C", "C", "C", "C", "N", "C", "O", "C", "O", "N", "C", "C", "C", "N", "C", "C", "N", "C", "C", "C", "H", "H", "H", "H", "H", "H", "H", "H", "H", "H", "H", "H", "H", "H", "H", "H", "H", "H", "H", "H", "H", "H"],
  "positions_angstrom": [[6.877, 5.933, 0.336], [6.201, 4.646, 0.789], [6.383, 3.530, -0.242], [5.812, 2.306, 0.172], [4.464, 2.134, 0.124], [3.548, 3.023, -0.431], [2.200, 2.718, -0.432], [1.736, 1.529, 0.119], [0.362, 1.280, 0.102], [-0.336, 0.246, 0.594], [0.077, -0.750, 1.167], [-1.837, 0.448, 0.349], [-2.265, 1.417, -0.254], [-2.560, -0.542, 0.881], [-3.993, -0.642, 0.789], [-4.441, -1.759, -0.157], [-4.049, -3.149, 0.359], [-4.583, -4.183, -0.485], [-4.017, -4.673, -1.630], [-4.905, -5.580, -2.131], [-5.998, -5.651, -1.328], [-5.779, -4.806, -0.361], [2.650, 0.634, 0.672], [3.993, 0.937, 0.670], [6.744, 6.712, 1.081], [6.452, 6.280, -0.604], [7.943, 5.774, 0.190], [5.136, 4.823, 0.952], [6.628, 4.313, 1.737], [5.990, 3.836, -1.220], [7.448, 3.308, -0.359], [3.866, 3.955, -0.870], [1.497, 3.416, -0.865], [-0.228, 1.986, -0.337], [-2.025, -1.264, 1.348], [-4.347, 0.320, 0.411], [-4.408, -0.810, 1.788], [-3.997, -1.598, -1.141], [-5.526, -1.712, -0.264], [-4.442, -3.293, 1.370], [-2.960, -3.251, 0.387], [-3.055, -4.350, -1.971], [-4.827, -6.184, -3.012], [-6.450, -4.619, 0.454], [2.298, -0.290, 1.099], [4.711, 0.253, 1.093]],
  "forces_ev_per_a": [[-0.1, -0.2, 0.1], [0.0, -0.2, -0.2], [0.1, 0.4, 0.2], [-0.1, -0.2, 0.1], [-0.2, -0.2, 0.1], [0.3, 0.0, 0.0], [-0.2, -0.3, 0.1], [0.5, 0.0, 0.1], [-0.6, 0.3, -0.2], [0.2, 0.0, 0.0], [0.1, 0.0, 0.0], [-0.2, 0.0, 0.0], [-0.1, 0.0, -0.1], [0.2, -0.4, 0.2], [-0.3, 0.1, -0.3], [0.1, 0.0, 0.3], [-0.1, 0.6, 0.0], [0.0, -0.3, -0.1], [0.1, -0.1, -0.3], [0.2, 0.1, -0.1], [-0.5, -0.3, 0.1], [-0.1, 0.0, 0.1], [-0.1, 0.0, 0.0], [0.2, 0.3, -0.1], [0.0, 0.1, 0.0], [0.0, 0.1, -0.1], [0.1, 0.1, 0.0], [0.0, 0.0, 0.1], [-0.1, 0.0, 0.0], [0.0, 0.0, 0.0], [-0.1, 0.1, -0.1], [0.1, 0.1, 0.0], [-0.1, 0.1, 0.0], [0.0, -0.2, 0.1], [0.0, 0.2, -0.1], [0.0, -0.1, 0.1], [0.0, 0.1, -0.1], [0.0, 0.0, 0.0], [0.0, 0.0, 0.0], [0.1, 0.0, -0.1], [-0.1, -0.1, 0.1], [0.2, 0.1, 0.0], [0.1, -0.1, -0.2], [-0.1, 0.1, 0.2], [0.0, 0.0, 0.0], [0.1, -0.1, 0.1]],
  "nbo_charge": [-0.606, -0.425, -0.059, -0.490, 0.284, -0.253, -0.220, 0.105, -0.566, 0.579, -0.623, 0.582, -0.630, -0.590, -0.228, -0.407, -0.207, -0.343, -0.112, -0.093, -0.454, 0.160, -0.211, -0.238, 0.217, 0.202, 0.204, 0.204, 0.208, 0.167, 0.193, 0.211, 0.209, 0.433, 0.425, 0.239, 0.196, 0.216, 0.217, 0.206, 0.209, 0.215, 0.207, 0.191, 0.251, 0.226]
}



3.
{
  "formula": "C40H120N18O8P6S2",
  "method": "wB97M-V/def2-TZVPD",
  "orbital_gap_ev": 8.141,
  "mol_weight_g_mol": 1231.50,
  "symbols": ["O", "P", "N", "C", "C", "N", "C", "C", "N", "C", "C", "H", "H", "H", "H", "H", "H", "H", "H", "H", "H", "H", "H", "H", "H", "H", "H", "H", "H", "O", "P", "N", "C", "C", "N", "C", "C", "N", "C", "C", "H", "H", "H", "H", "H", "H", "H", "H", "H", "H", "H", "H", "H", "H", "H", "H", "H", "H", "O", "P", "N", "C", "C", "N", "C", "C", "N", "C", "C", "H", "H", "H", "H", "H", "H", "H", "H", "H", "H", "H", "H", "H", "H", "H", "H", "H", "H", "O", "P", "N", "C", "C", "N", "C", "C", "N", "C", "C", "H", "H", "H", "H", "H", "H", "H", "H", "H", "H", "H", "H", "H", "H", "H", "H", "H", "H", "O", "P", "N", "C", "C", "N", "C", "C", "N", "C", "C", "H", "H", "H", "H", "H", "H", "H", "H", "H", "H", "H", "H", "H", "H", "H", "H", "H", "H", "O", "P", "N", "C", "C", "N", "C", "C", "N", "C", "C", "H", "H", "H", "H", "H", "H", "H", "H", "H", "H", "H", "H", "H", "H", "H", "H", "H", "H", "C", "S", "O", "C", "H", "H", "H", "H", "H", "H", "C", "S", "O", "C", "H", "H", "H", "H", "H", "H"],
  "positions_angstrom": [[-15.453, 5.543, -2.855], [-14.545, 5.614, -1.666], [-13.284, 4.389, -1.858], [-13.466, 3.300, -2.828], [-12.343, 4.002, -0.777], [-15.121, 5.122, -0.124], [-14.608, 5.546, 1.146], [-16.536, 4.707, -0.048], [-13.712, 7.144, -1.591], [-14.448, 8.258, -0.902], [-12.713, 7.611, -2.429], [-14.158, 2.577, -2.397], [-12.480, 2.883, -3.033], [-13.898, 3.544, -3.799], [-12.009, 4.853, -0.182], [-11.531, 3.332, -1.059], [-12.934, 3.449, -0.047], [-14.625, 4.666, 1.789], [-13.630, 6.003, 0.998], [-15.225, 6.431, 1.304], [-17.039, 4.666, -1.014], [-16.499, 3.802, 0.559], [-17.006, 5.448, 0.598], [-14.863, 8.972, -1.614], [-15.256, 7.911, -0.258], [-13.755, 8.721, -0.199], [-11.752, 7.373, -1.974], [-12.814, 8.697, -2.438], [-12.787, 7.238, -3.451], [-9.425, 6.862, 14.574], [-9.772, 5.434, 14.138], [-8.627, 4.651, 13.114], [-8.744, 3.190, 12.867], [-7.625, 5.331, 12.371], [-11.226, 5.657, 13.254], [-11.845, 4.559, 12.624], [-12.135, 6.791, 13.572], [-10.106, 4.322, 15.399], [-9.099, 3.536, 16.107], [-11.532, 4.278, 15.913], [-9.598, 2.809, 13.428], [-7.832, 2.707, 13.216], [-9.020, 2.859, 11.867], [-7.642, 5.172, 11.293], [-6.705, 4.755, 12.475], [-7.266, 6.313, 12.679], [-11.033, 3.949, 12.228], [-12.397, 3.926, 13.319], [-12.570, 4.866, 11.871], [-11.571, 7.671, 13.880], [-12.859, 6.916, 12.767], [-12.749, 6.461, 14.410], [-8.143, 3.760, 15.632], [-8.980, 3.923, 17.119], [-9.315, 2.474, 15.997], [-11.718, 4.917, 16.776], [-11.764, 3.239, 16.146], [-12.331, 4.525, 15.214], [-4.297, 10.550, 3.286], [-4.980, 9.444, 3.987], [-4.208, 8.741, 5.342], [-2.973, 9.379, 5.827], [-4.855, 7.842, 6.342], [-5.237, 8.075, 2.933], [-6.234, 8.112, 1.865], [-4.694, 6.722, 3.169], [-6.622, 9.718, 4.641], [-7.646, 8.691, 4.987], [-6.634, 10.896, 5.527], [-3.220, 10.210, 6.488], [-2.453, 9.663, 4.913], [-2.348, 8.589, 6.244], [-5.427, 8.390, 7.090], [-4.106, 7.362, 6.971], [-5.607, 7.167, 5.934], [-7.272, 7.833, 2.048], [-6.046, 9.113, 1.476], [-6.002, 7.492, 0.999], [-5.223, 6.160, 3.939], [-4.729, 6.025, 2.332], [-3.689, 6.835, 3.575], [-7.216, 8.260, 5.891], [-8.596, 9.153, 5.254], [-7.624, 7.953, 4.184], [-6.377, 10.439, 6.483], [-7.624, 11.320, 5.694], [-5.963, 11.690, 5.200], [-14.875, -6.316, 8.563], [-13.465, -5.876, 8.542], [-12.255, -7.143, 8.871], [-11.938, -8.084, 7.816], [-12.150, -7.817, 10.199], [-13.042, -4.647, 9.560], [-11.764, -3.981, 9.846], [-14.187, -4.269, 10.351], [-12.864, -5.359, 7.066], [-13.721, -4.661, 6.135], [-11.505, -5.028, 6.845], [-11.167, -8.772, 8.163], [-11.371, -7.586, 7.030], [-12.761, -8.590, 7.312], [-12.485, -7.201, 11.034], [-11.082, -8.036, 10.217], [-12.657, -8.782, 10.211], [-11.703, -3.166, 9.125], [-11.696, -3.464, 10.803], [-10.888, -4.623, 9.751], [-14.066, -4.762, 11.315], [-14.208, -3.180, 10.391], [-15.117, -4.421, 9.802], [-13.793, -3.692, 6.631], [-13.243, -4.637, 5.156], [-14.681, -5.177, 6.125], [-10.835, -5.582, 7.503], [-11.324, -3.955, 6.912], [-11.270, -5.345, 5.829], [-6.488, -4.419, 3.734], [-5.718, -5.577, 4.270], [-4.017, -5.421, 4.112], [-3.055, -5.860, 5.081], [-3.473, -4.387, 3.059], [-6.072, -7.130, 3.626], [-5.529, -7.379, 2.259], [-7.366, -7.736, 3.781], [-5.998, -5.693, 5.977], [-6.201, -4.524, 6.785], [-5.857, -6.887, 6.717], [-2.220, -6.330, 4.563], [-3.488, -6.600, 5.755], [-2.870, -4.921, 5.603], [-2.887, -4.909, 2.302], [-2.895, -3.596, 3.539], [-4.248, -3.869, 2.494], [-5.748, -8.405, 1.963], [-6.039, -6.821, 1.474], [-4.439, -7.377, 2.264], [-7.250, -8.738, 4.195], [-7.823, -7.192, 4.607], [-8.040, -7.545, 2.946], [-6.623, -3.715, 6.190], [-7.015, -4.675, 7.494], [-5.308, -4.148, 7.283], [-5.625, -7.769, 6.120], [-6.798, -6.975, 7.260], [-5.046, -6.669, 7.413], [1.707, -0.883, 5.653], [1.695, 0.529, 6.029], [2.649, 1.118, 7.314], [3.844, 0.405, 7.825], [2.595, 2.501, 7.815], [0.107, 0.957, 6.511], [-0.492, 2.286, 6.449], [-0.593, -0.033, 7.317], [1.987, 1.522, 4.621], [3.330, 1.853, 4.172], [0.953, 1.555, 3.543], [4.649, 1.091, 8.089], [4.295, -0.159, 7.009], [3.697, -0.126, 8.766], [3.426, 3.113, 7.465], [2.671, 2.552, 8.901], [1.669, 2.898, 7.399], [-0.556, 2.767, 7.425], [0.051, 2.805, 5.660], [-1.541, 2.259, 6.155], [0.034, -0.512, 8.070], [-1.411, 0.434, 7.865], [-0.966, -0.826, 6.669], [3.460, 1.389, 3.194], [3.627, 2.901, 4.127], [4.022, 1.328, 4.830], [1.036, 2.408, 2.868], [-0.067, 1.581, 3.927], [1.004, 0.571, 3.078], [-6.968, 0.342, -2.267], [-5.971, 1.642, -1.350], [-6.935, 2.178, -0.309], [-4.718, 0.458, -0.638], [-7.386, -0.486, -1.695], [-6.494, 0.158, -3.231], [-7.863, 0.911, -2.521], [-3.918, 0.143, -1.307], [-5.147, -0.474, -0.269], [-4.280, 0.962, 0.223], [-7.495, 0.669, 4.464], [-8.887, 0.696, 5.757], [-8.274, 1.202, 7.047], [-9.868, 2.052, 4.821], [-7.931, 0.661, 3.465], [-6.671, 0.014, 4.747], [-6.800, 1.490, 4.638], [-9.973, 3.000, 5.348], [-10.731, 1.619, 4.316], [-9.231, 2.427, 4.020]],
  "forces_ev_per_a": [[0.3, -0.2, 1.8], [2.6, -1.2, -1.0], [0.5, 1.7, -1.0], [-0.3, 0.3, 0.4], [-2.0, 0.4, 0.5], [-0.6, 0.4, -3.3], [0.1, 1.1, -1.5], [1.1, 0.7, 1.0], [-4.3, -1.8, 3.3], [0.5, -1.2, 0.2], [1.6, 0.4, -0.9], [0.2, -0.6, 0.0], [-0.1, -0.3, 0.1], [0.0, 0.7, 0.2], [0.4, 0.2, -0.5], [0.0, 0.5, -0.5], [0.0, -0.5, 0.3], [0.0, 0.6, 0.7], [0.4, -0.6, 0.3], [-0.3, -0.2, 1.8], [0.3, -0.3, 0.2], [-0.6, -0.5, -0.5], [-0.6, 0.2, -0.1], [0.1, 0.0, 0.0], [-0.2, -0.3, -0.3], [0.1, 0.4, -0.2], [0.5, 0.1, -0.5], [0.3, 0.0, -0.4], [0.2, 0.0, 0.0], [0.2, -3.0, -0.7], [-0.2, 2.7, 0.2], [-2.5, -0.3, 1.5], [-0.4, 0.6, 0.8], [2.3, -0.8, -0.6], [0.9, 1.3, 0.8], [0.0, -1.0, -0.1], [0.4, -1.4, 0.7], [-1.7, 0.8, -1.5], [0.0, 1.2, -0.7], [0.9, -0.5, -0.2], [0.3, 0.0, 0.5], [0.0, -0.2, -0.2], [0.6, 0.6, -0.5], [-1.2, 0.8, -0.4], [0.5, -0.4, 0.8], [-1.1, 0.2, 0.0], [-0.5, -0.2, -0.6], [-0.3, -0.3, 0.2], [0.3, 0.0, -0.3], [-0.1, -0.1, -0.4], [0.5, 0.4, -0.3], [-0.3, 0.3, 0.4], [0.1, -0.2, -0.1], [-0.2, -0.6, 0.3], [0.1, -0.1, 0.5], [0.4, -0.1, 0.2], [0.2, -0.1, 0.4], [0.7, 0.3, -0.4], [-0.5, -0.2, 1.1], [-2.8, -3.4, 0.5], [0.1, 0.0, -0.3], [-0.5, -0.8, -1.3], [-0.3, 1.3, -0.2], [-0.3, -1.0, 0.6], [1.1, 1.2, -0.7], [0.2, 0.5, 1.4], [1.0, 1.5, -2.3], [2.6, 0.6, 0.2], [-0.2, -1.4, 0.4], [0.6, 0.0, 0.2], [0.2, 0.7, 0.3], [0.0, 0.3, 0.6], [-0.1, 0.6, 0.1], [0.2, -0.4, -0.6], [0.7, -0.3, -0.3], [-0.2, 0.5, 0.7], [-1.3, 0.3, -0.3], [0.7, -0.4, 0.2], [-0.4, 0.1, 0.3], [0.2, 0.7, -0.5], [0.2, -0.3, -0.3], [-0.9, -0.6, 0.2], [0.0, 0.0, -0.6], [-0.6, 0.0, 0.2], [0.5, 0.9, 0.8], [-0.2, 0.0, -0.5], [0.1, -0.3, 0.1], [0.4, 0.6, -0.1], [3.6, -2.0, -0.8], [-1.8, 1.1, 0.4], [1.0, 0.6, -0.8], [0.3, 0.5, -1.3], [-0.8, -0.8, 0.7], [-0.3, 0.3, -1.1], [0.1, 1.4, 0.2], [-0.8, -1.9, 0.0], [-0.3, -0.3, 1.3], [0.9, -0.4, -0.2], [-0.4, -0.5, 0.4], [-0.3, 0.3, -0.3], [-0.2, -0.2, 0.4], [0.1, 0.1, -0.2], [0.1, 0.0, 0.9], [-0.4, 0.0, 0.0], [0.5, 0.1, -0.1], [-0.6, -0.5, 0.4], [-0.2, -0.2, -0.1], [-0.9, 0.4, 0.3], [0.3, 0.2, 0.8], [0.1, -0.9, 0.5], [-0.6, 0.8, -1.0], [-0.2, 0.2, 0.0], [-0.1, 0.3, -0.3], [-0.1, 0.3, 0.1], [0.2, 0.2, 0.1], [0.3, 0.1, -0.2], [0.7, -0.8, -0.1], [0.5, 0.4, 1.4], [-2.0, 1.7, -3.3], [-0.7, 0.4, -0.1], [-0.9, -1.4, 1.1], [1.5, 0.9, -0.9], [0.0, -0.9, 0.7], [-0.4, 1.3, 1.8], [0.1, 0.2, -3.5], [-0.9, 0.9, -0.7], [0.1, 0.1, 0.8], [0.4, 0.3, 0.3], [0.0, 0.1, 0.0], [1.2, -0.5, 0.7], [0.3, -0.1, 0.3], [0.2, -0.3, 0.3], [-0.5, -0.4, 0.5], [-0.2, -0.3, 0.4], [0.4, 0.7, 0.1], [-0.1, 0.8, -0.2], [-0.3, -0.4, -0.8], [-0.4, 0.0, 0.2], [0.1, -0.7, -0.3], [0.4, 0.0, -0.4], [0.2, -0.4, 0.5], [0.2, -0.2, 0.2], [-0.1, 0.1, 0.0], [0.1, -0.8, 0.4], [0.1, -0.8, 0.6], [0.8, -0.9, 0.8], [-1.4, 3.0, -0.8], [1.3, -0.8, 0.1], [0.2, 0.5, -0.8], [-0.6, -0.5, -1.1], [0.7, 0.2, -0.4], [0.1, -0.7, -0.3], [0.1, -0.2, -0.2], [-1.3, 1.0, 1.3], [0.0, -1.3, 0.3], [0.2, -1.1, 1.1], [-0.1, 0.6, -0.2], [-0.3, -0.7, 0.4], [-0.4, -0.5, -0.3], [0.2, -0.1, -0.4], [-0.5, -0.3, 0.1], [0.1, 0.5, 0.6], [0.6, 0.4, 0.1], [0.0, 0.6, 0.5], [-0.2, -0.4, -0.4], [0.3, 0.1, 0.0], [-0.1, 0.1, -0.2], [-0.2, -0.1, 0.1], [0.2, 0.2, -0.2], [-0.4, 0.2, 0.1], [0.3, 0.2, 0.0], [0.5, -0.2, 0.0], [0.1, 0.2, 0.4], [0.1, 0.2, -0.9], [-0.3, 1.7, -0.1], [-1.2, -1.3, 0.1], [1.4, -0.8, -0.6], [-0.4, 0.0, 0.8], [0.9, -0.2, 0.1], [0.2, -0.6, 0.3], [0.0, 0.3, -0.1], [-0.2, 0.6, -0.5], [-0.5, 0.2, 0.0], [0.1, 0.1, -0.1], [0.3, 0.6, 1.5], [1.1, 1.0, -0.4], [-0.7, -0.2, -1.5], [1.6, 0.1, -0.4], [0.4, -0.4, 0.1], [-1.0, -1.7, -0.4], [-1.0, 1.4, -0.2], [-0.7, -0.6, 0.8], [-0.2, 0.1, 0.7], [0.3, -0.4, -0.3]],
  "lowdin_charge": [-0.312, 0.655, -0.306, -0.133, -0.120, -0.346, -0.130, -0.092, -0.324, -0.098, -0.157, 0.075, 0.071, 0.071, 0.063, 0.076, 0.061, 0.096, 0.072, 0.070, 0.079, 0.081, 0.070, 0.084, 0.059, 0.083, 0.082, 0.080, 0.090, -0.349, 0.642, -0.298, -0.121, -0.141, -0.327, -0.153, -0.086, -0.299, -0.114, -0.084, 0.060, 0.083, 0.081, 0.080, 0.069, 0.089, 0.060, 0.068, 0.088, 0.074, 0.078, 0.061, 0.073, 0.084, 0.082, 0.081, 0.078, 0.040, -0.281, 0.628, -0.307, -0.107, -0.105, -0.295, -0.140, -0.121, -0.314, -0.090, -0.131, 0.084, 0.072, 0.077, 0.064, 0.081, 0.059, 0.067, 0.079, 0.075, 0.055, 0.078, 0.071, 0.040, 0.085, 0.061, 0.063, 0.074, 0.078, -0.280, 0.571, -0.303, -0.151, -0.101, -0.307, -0.086, -0.135, -0.346, -0.094, -0.163, 0.079, 0.054, 0.087, 0.072, 0.072, 0.075, 0.072, 0.081, 0.076, 0.087, 0.082, 0.072, 0.084, 0.085, 0.081, 0.070, 0.081, 0.085, -0.319, 0.606, -0.307, -0.120, -0.060, -0.316, -0.111, -0.138, -0.335, -0.120, -0.158, 0.085, 0.061, 0.086, 0.064, 0.069, 0.059, 0.074, 0.082, 0.072, 0.087, 0.067, 0.091, 0.074, 0.081, 0.084, 0.080, 0.083, 0.078, -0.276, 0.572, -0.296, -0.111, -0.099, -0.314, -0.145, -0.116, -0.308, -0.125, -0.107, 0.069, 0.074, 0.079, 0.078, 0.085, 0.049, 0.075, 0.063, 0.078, 0.074, 0.079, 0.076, 0.079, 0.076, 0.067, 0.085, 0.057, 0.080, -0.251, 0.836, -0.584, -0.265, 0.057, 0.044, 0.032, 0.048, 0.044, 0.039, -0.250, 0.844, -0.599, -0.238, 0.046, 0.040, 0.046, 0.049, 0.039, 0.021]
}



Short version: LUMO level = 0.529 0.533 -0.008 eV, in the order given.
Short version: total energy = -7794.27818 -30089.94056 -164029.54419 eV, in the order given.
Short version: relative energy (zero: lowest compared OMol25 entry of this formula, charge and spin) = 123.7 16.7 190.4 kcal/mol, in the order given.